[1]
24
Properties=species:S:1:pos:R:3:forces:R:3:nbo_charge:R:1 method="wB97M-V/def2-TZVPD" charge=-2 e_homo_ha="0.0846 / 0.0846" homo_lumo_gap_ev="3.69 / 3.68"
C -0.51182 0.99484 -1.94461 0.2 0.8 -0.5 -0.485
C 0.87247 0.96444 -1.59347 0.3 1.3 0.4 -0.469
C 1.06613 1.75319 -0.40702 -1.9 0.4 -0.9 -0.330
C -0.23542 2.25964 -0.01380 1.0 -0.7 -2.1 -0.349
C -1.19911 1.77832 -0.97587 1.2 0.8 0.4 -0.329
Mg -0.34774 -0.48992 -0.31802 -3.9 4.7 2.9 1.701
N -2.51968 -1.02226 -0.48730 0.2 0.2 0.0 -1.569
C 0.17703 -2.23772 -0.47562 0.7 -8.9 0.0 -0.812
C 1.54323 -1.84435 -0.77902 -1.0 -0.7 1.2 -0.589
H 2.01100 1.97415 0.06779 -0.1 -0.3 0.2 0.187
H 1.66786 0.47983 -2.15095 -0.2 0.1 0.0 0.194
H -0.40829 2.96762 0.78220 -0.2 -0.3 0.3 0.184
H -2.24441 2.06763 -1.01761 0.2 -0.4 0.2 0.209
H -0.94522 0.54971 -2.84803 0.1 0.1 0.6 0.219
H 1.97521 -1.56077 -1.75999 -0.9 -0.7 0.4 0.181
H -0.28552 -2.45524 0.66958 2.1 1.0 -3.1 0.286
H -3.44514 -1.51156 -0.27160 1.6 0.2 -0.1 0.264
H 2.28431 -1.62909 0.03244 -1.2 0.2 -0.5 0.206
H -0.46763 -3.03857 -1.13297 2.0 2.6 1.1 0.235
C 0.19323 -0.00001 2.96919 0.0 -0.2 -2.2 -0.199
O 0.40362 -0.25265 1.61776 -0.1 -0.4 0.6 -1.051
H -0.72046 0.59801 3.11835 -0.2 0.0 0.3 0.119
H 1.03488 0.58741 3.36178 0.2 0.1 0.5 0.098
H 0.10147 -0.93266 3.55680 0.0 0.0 0.3 0.099

=====

[2]
16
Properties=species:S:1:pos:R:3:forces:R:3:nbo_charge:R:1 method="wB97M-V/def2-TZVPD" charge=0 e_homo_ha="-0.2661 / -0.2660" homo_lumo_gap_ev="5.65 / 5.62"
C 3.30337 0.71230 0.48687 -3.1 -0.8 -0.6 -0.142
C 1.92685 0.99199 0.49719 -0.1 -0.1 1.1 -0.147
C 2.27569 -0.87222 -0.61857 -2.0 2.4 0.6 0.062
C -1.36175 -0.50922 -0.04169 1.7 -2.2 -0.5 0.924
C -3.35528 0.61132 -0.16635 -2.4 -2.9 3.5 -0.259
N 3.39482 -0.40182 -0.24082 5.0 -1.4 -0.3 -0.476
N -1.40819 -1.71809 0.04610 0.3 1.4 0.2 -0.639
N 1.30773 -0.01536 -0.21848 -2.7 1.0 0.9 -0.534
O -1.97378 0.54687 -0.26869 2.8 1.5 -0.9 -0.445
H 4.17754 1.06419 0.93736 0.8 1.0 0.6 0.199
H 1.35880 1.71185 1.12812 0.4 -0.6 -0.9 0.187
H 2.12693 -1.50643 -1.41737 -0.2 -1.8 -1.2 0.170
H -3.57784 1.14190 0.82516 0.1 -1.3 -1.2 0.216
H -3.64945 -0.50153 -0.26401 -0.4 1.8 0.8 0.204
H -3.92072 1.10311 -0.88245 0.1 1.3 -2.0 0.220
H -0.62473 -2.35885 0.19764 -0.3 0.5 0.0 0.460

=====

[3]
14
Properties=species:S:1:pos:R:3:forces:R:3:nbo_charge:R:1 method="wB97M-V/def2-TZVPD" charge=0 e_homo_ha=-0.3600 smiles=O[C@H]1CCOC1 homo_lumo_gap_ev=10.77
O 0.90059 -1.04016 -1.48487 0.0 -0.2 0.2 -0.709
C 0.51624 0.17573 -0.87858 0.0 0.4 0.1 0.071
C -0.97673 0.20190 -0.50485 -0.1 0.0 -0.1 -0.472
C -0.96629 -0.19311 0.99089 -0.3 0.0 0.0 -0.084
O 0.37949 -0.51364 1.31634 0.0 -0.1 0.0 -0.529
C 1.14445 0.35686 0.50392 0.2 0.0 -0.2 -0.105
H 0.78567 -1.73155 -0.81830 0.0 0.0 -0.1 0.467
H 0.79641 0.96364 -1.57985 -0.1 0.0 0.1 0.188
H -1.54623 -0.47426 -1.14697 0.1 0.0 0.1 0.227
H -1.39028 1.20821 -0.62101 0.1 -0.1 -0.1 0.214
H -1.57293 -1.07216 1.23322 0.0 0.3 0.0 0.195
H -1.25819 0.68247 1.58764 -0.2 -0.3 0.1 0.166
H 0.99933 1.40335 0.83950 0.3 -0.3 -0.1 0.163
H 2.18847 0.03272 0.56292 -0.2 0.3 -0.1 0.207

=====

[4]
16
Properties=species:S:1:pos:R:3:forces:R:3:nbo_charge:R:1 method="wB97M-V/def2-TZVPD" charge=-1 e_homo_ha=-0.1782 smiles="O=S(=O)([O-])C1=CC=C[C@@H]2S[C@H]12" homo_lumo_gap_ev=7.47
C -1.90239 -0.25848 -0.70856 -0.6 -0.5 1.6 -0.159
C -1.33668 0.93590 -0.89459 -1.7 0.9 -1.4 -0.226
C -1.31527 -1.19680 0.29520 -0.6 -2.0 -1.7 -0.395
C -0.01361 1.16892 -0.35998 0.9 1.6 -1.1 -0.197
C -0.05883 -0.82986 0.90735 1.5 -1.5 2.0 -0.096
C 0.65780 0.28526 0.40598 0.3 1.9 -0.4 -0.315
O 2.52029 -0.71967 -0.83223 1.2 0.2 0.7 -1.004
O 2.72622 1.67850 -0.51065 0.6 0.0 0.6 -0.997
O 3.15405 0.17937 1.44805 0.1 0.1 -1.2 -0.985
S -1.90529 -0.99957 2.04628 0.9 0.6 -0.6 -0.187
S 2.54742 0.38878 0.13256 -2.7 -1.1 0.4 2.401
H -2.91290 -0.55059 -1.04789 0.8 0.3 -0.2 0.204
H -1.96168 1.63449 -1.59204 1.8 -0.8 1.4 0.208
H -1.41125 -2.23552 -0.13879 0.1 0.8 1.1 0.227
H 0.62430 2.01178 -0.74005 -1.0 -0.8 0.2 0.254
H 0.58780 -1.49250 1.58938 -1.5 0.4 -1.6 0.267

=====

[5]
56
Properties=species:S:1:pos:R:3:forces:R:3:nbo_charge:R:1 method="wB97M-V/def2-TZVPD" charge=0 e_homo_ha=-0.3196 homo_lumo_gap_ev=6.33
Cu 2.20291 0.36293 -3.00857 -1.4 -0.2 0.7 0.929
Cu 0.90308 3.38690 -1.13159 -0.5 -1.6 1.1 0.920
C 0.12484 0.86389 -0.34474 -2.8 -3.7 0.0 0.986
O -0.41548 -0.29247 -0.25709 -0.1 0.0 -0.2 -0.880
O 1.13202 1.01250 -1.03960 5.2 1.6 -3.8 -0.982
O -0.39515 1.85741 0.14849 -1.6 4.1 1.1 -0.882
C -0.93738 -3.53301 0.97379 0.6 1.2 0.9 -0.097
C -1.42836 -2.91762 2.35326 1.0 -0.7 -1.3 -0.085
O -1.81171 -1.57189 2.13646 -0.9 -0.9 0.0 -0.719
O 0.22213 -2.80135 0.57614 0.5 -0.5 0.1 -0.769
H -1.66357 -3.38237 0.17500 -0.6 -0.3 0.3 0.166
H -0.58855 -4.56534 1.00012 -0.5 -0.1 0.4 0.175
H -0.58921 -2.85863 3.04640 0.4 -0.6 0.0 0.164
H -2.15983 -3.59038 2.80097 -0.6 0.6 0.0 0.166
H -1.18837 -1.29295 1.46174 0.1 0.9 0.0 0.483
H -0.03317 -1.99963 0.11390 0.0 0.4 -0.1 0.494
C -4.41921 1.93809 -0.14397 -1.4 -1.4 -0.8 -0.085
C -4.03235 0.44613 -0.08883 0.3 -0.2 0.3 -0.108
O -3.16227 -0.05901 -1.13215 -0.8 0.9 0.0 -0.770
O -3.51712 2.86173 0.32911 1.1 0.4 0.1 -0.708
H -5.34231 2.12195 0.40574 -0.1 -0.4 0.3 0.173
H -4.72940 2.10650 -1.17525 0.2 0.3 -0.5 0.140
H -4.94504 -0.14499 -0.16413 -0.1 0.1 0.0 0.172
H -3.57741 0.21193 0.87360 0.0 0.0 0.2 0.198
H -2.26642 -0.10376 -0.79001 0.5 0.0 0.4 0.495
H -2.65896 2.55476 0.02758 0.6 0.2 0.2 0.474
C 0.99715 3.05633 2.90399 0.5 -0.5 2.1 -0.103
C -0.03079 2.18591 3.59637 -2.0 0.9 -0.9 -0.097
O -0.55792 1.18719 2.72713 0.8 -1.1 1.4 -0.746
O 0.39297 3.80108 1.91279 -0.2 0.7 -1.6 -0.746
H 1.78894 2.40923 2.52660 0.4 0.1 -0.1 0.170
H 1.36899 3.79803 3.61091 0.4 -0.2 0.2 0.174
H -0.90540 2.81937 3.74434 0.0 0.8 0.3 0.162
H 0.16458 1.87068 4.62134 0.7 -0.8 -0.4 0.185
H -0.57607 1.47264 1.81073 -0.2 0.3 -0.1 0.479
H 0.12060 3.12441 1.28865 -0.6 0.1 -0.6 0.475
C -0.50138 -0.59299 -3.84390 1.1 0.4 -1.2 -0.102
C 0.34199 -0.37879 -5.16947 -1.5 -1.8 -0.1 -0.104
O 1.22980 0.72830 -5.17360 0.4 0.4 1.4 -0.769
O 0.35212 -1.11369 -2.82221 0.9 0.7 -1.6 -0.788
H -1.33940 -1.28382 -3.93655 0.1 0.0 -0.7 0.210
H -0.93786 0.38207 -3.62744 0.1 0.2 0.5 0.187
H -0.29446 -0.27708 -6.04849 -0.6 0.2 0.3 0.182
H 0.92125 -1.26609 -5.42489 0.1 -0.4 0.5 0.173
H 1.62114 0.70869 -6.05000 0.4 0.3 0.0 0.496
H -0.03913 -0.87910 -1.97752 -0.2 0.2 1.4 0.525
C 4.77204 -1.64356 0.76587 -0.4 0.5 0.4 -0.080
C 3.26865 -1.23064 0.82572 1.4 -0.1 -1.8 -0.077
O 3.14246 0.17535 0.68062 0.6 0.3 1.0 -0.756
O 5.43900 -1.33170 2.00701 -0.5 -0.5 -0.7 -0.716
H 5.31805 -1.18478 -0.05845 -0.3 1.0 -0.1 0.149
H 4.85063 -2.67390 0.41900 -0.2 -0.7 0.9 0.157
H 2.72518 -1.69474 1.64873 0.1 0.4 0.3 0.200
H 2.85666 -1.63583 -0.09849 -0.2 -0.6 0.0 0.156
H 2.41762 0.40179 0.09332 -0.3 -0.2 0.0 0.488
H 6.36888 -1.54569 1.90151 0.1 0.0 0.0 0.462

=====

[6]
14
Properties=species:S:1:pos:R:3:forces:R:3:nbo_charge:R:1 method="wB97M-V/def2-TZVPD" charge=0 e_homo_ha=-0.3605 smiles=c1cc(N2CC2)on1 homo_lumo_gap_ev=10.69
C 0.99773 -1.43253 -0.28467 2.3 -9.1 -1.4 -0.251
C 2.00221 -0.46627 0.00340 5.9 2.0 3.2 -0.256
C -0.23037 0.51984 -0.23123 -0.8 0.3 -3.1 0.453
C -1.20903 0.37382 0.69984 1.8 0.1 1.0 -0.413
C -2.20603 1.32153 0.38769 -5.3 -1.8 2.0 -0.029
H 1.45603 -2.25885 -1.03614 -1.7 1.6 1.5 0.188
H 0.42249 -1.95372 0.52296 0.2 1.3 -0.8 0.224
H 2.02069 -0.17992 1.11796 0.1 0.2 -2.0 0.199
H 2.95317 -0.25586 -0.64905 -1.3 -1.2 2.0 0.217
H -0.95561 -0.06399 1.59907 -0.4 -1.2 1.8 0.223
H -3.43733 1.41193 0.55842 3.7 -0.3 0.8 0.240
N 0.95394 -0.19647 -0.81204 -7.3 5.6 -0.6 -0.391
N -2.00210 1.81683 -0.73302 1.6 1.8 -3.6 -0.117
O -0.76579 1.36366 -1.14320 0.9 0.6 -0.9 -0.288

=====

ΔE to the lowest compared entry with this formula, charge and spin / kcal per mole: 38.09, 138.93, 27.74, 25.64, 63.79, 124.59
F_max / hartree/bohr: 0.174, 0.101, 0.008, 0.058, 0.130, 0.184